(1)
C39H42AsBF4N2O5SV | wB97M-V/def2-TZVPD

```
96
Properties=species:S:1:pos:R:3
V -0.06587 -0.66107 1.23257
C -7.17343 1.76369 -1.04147
C -6.15179 1.00133 -0.23709
C -6.43879 0.55333 1.04814
C -5.49338 -0.13545 1.79571
C -4.25010 -0.38830 1.23679
C -3.93421 0.05701 -0.04456
C -4.88844 0.74460 -0.77038
S -3.06258 -1.27955 2.19232
O -2.84749 -2.56592 1.59250
O -3.47815 -1.22378 3.56196
N -1.69060 -0.38078 1.99841
C -1.84117 1.04662 2.36804
C -1.19172 1.83997 1.23593
O -1.33668 3.02637 1.10823
O -0.44808 1.05813 0.45024
H -8.04854 2.00894 -0.44001
H -7.50772 1.17819 -1.90137
H -6.74939 2.69375 -1.42375
H -7.41334 0.75537 1.47780
H -5.70298 -0.46981 2.80361
H -2.94798 -0.11379 -0.46102
H -4.64401 1.09705 -1.76738
H -1.32153 1.27524 3.29651
H -2.87821 1.34640 2.48348
F 1.26186 1.07201 2.87879
B 1.42935 0.04194 3.90988
F 2.07159 0.57897 4.99940
F 2.16084 -1.02985 3.33309
F 0.14352 -0.44067 4.18657
O 1.68632 -0.38936 0.66753
As 2.68621 0.96007 0.36825
C 1.84077 2.50540 -0.35537
C 1.51347 3.57162 0.47127
C 0.90621 4.69065 -0.07633
C 0.61778 4.73201 -1.43153
C 0.90960 3.64354 -2.24603
C 1.51544 2.52048 -1.70864
C 3.94973 1.51044 1.70357
C 4.46369 0.58868 2.60742
C 5.45815 0.98434 3.48813
C 5.94733 2.28290 3.45457
C 5.45942 3.18487 2.52075
C 4.46119 2.80265 1.63686
C 3.88501 0.27027 -0.96983
C 4.30041 -1.04929 -0.80173
C 5.23413 -1.59711 -1.66740
C 5.75830 -0.82709 -2.69910
C 5.35719 0.49169 -2.85557
C 4.42448 1.04591 -1.98888
H 1.68784 3.51469 1.53751
H 0.63137 5.51641 0.56658
H 0.13632 5.60506 -1.85482
H 0.65683 3.66701 -3.29895
H 1.71237 1.65940 -2.33321
H 4.07643 -0.41728 2.65136
H 5.84112 0.27285 4.20935
H 6.71213 2.59276 4.15573
H 5.85340 4.19212 2.47684
H 4.10980 3.50441 0.89784
H 3.89194 -1.64524 0.00142
H 5.55465 -2.62314 -1.53700
H 6.48787 -1.25339 -3.37720
H 5.77308 1.09402 -3.65390
H 4.13658 2.08117 -2.10305
C -4.24907 -2.94727 -2.95943
C -2.99486 -2.19117 -2.59815
C -2.51885 -1.16342 -3.41021
C -1.36698 -0.46122 -3.08146
C -0.86901 0.67435 -3.93939
C -0.68294 -0.81097 -1.92483
C -1.14672 -1.81846 -1.08627
C -2.30875 -2.50554 -1.43570
N -0.46597 -2.02592 0.15447
C 0.11189 -3.35618 0.53091
C 1.52209 -3.43502 -0.08052
C -0.69190 -4.55895 0.05271
C 0.20966 -3.38784 2.06008
H -4.91114 -2.34190 -3.58061
H -4.79629 -3.25070 -2.06503
H -4.00473 -3.85362 -3.52061
H -3.06557 -0.89805 -4.31058
H -1.55841 0.87625 -4.75920
H 0.10941 0.44668 -4.37142
H -0.76615 1.58661 -3.34540
H 0.21960 -0.27801 -1.65351
H -2.73070 -3.22872 -0.75558
H 1.52284 -3.05044 -1.10362
H 1.86394 -4.47211 -0.10073
H 2.22572 -2.84793 0.50613
H -0.75137 -4.60865 -1.03419
H -1.69469 -4.56603 0.47870
H -0.16856 -5.44880 0.40660
H 0.70388 -2.50080 2.49158
H 0.83296 -4.22634 2.36925
H -0.77695 -3.48326 2.50666
```

For the HOMO-LUMO gap (alpha / beta), the calculation gives 0.2900 / 0.3204 Eh. Its expectation value of S² is 0.825. As for the spin multiplicity: 2. The value obtained for the total energy is -163258.114 eV.

Atom charges from the Mulliken analysis, given in e for atoms 1 to 4: V 0.321; C -1.431; C 0.974; C -0.874

=====

(2)
CH4N2O2S | wB97M-V/def2-TZVPD

```
10
Properties=species:S:1:pos:R:3
C 1.03214 0.43879 0.50945
S -0.79378 0.39809 0.40895
O -1.32803 0.27448 1.75358
N -1.23021 -0.54753 -0.78190
N -0.25306 -1.51570 -1.18314
O -0.44183 -1.92121 -2.32368
H 1.39054 1.02145 1.33226
H 1.29266 -0.67506 0.74364
H 1.43409 0.77865 -0.44528
H -1.10253 1.74804 -0.01390
```

For the HOMO-LUMO gap, the calculation gives 0.3458 Eh. As for the spin multiplicity: 1. Its SMILES is C[S@H](=O)=NN=O. The value obtained for the total energy is -19007.125 eV.

Atom charges from the Mulliken analysis, given in e for atoms 1 to 4: C -0.888; S 0.666; O -0.558; N -0.224

=====

(3)
H14NO10 | wB97M-V/def2-TZVPD

```
25
Properties=species:S:1:pos:R:3
N 0.06937 -0.06897 0.49122
O -0.85186 -0.62826 1.03311
O 0.18807 -0.17447 -0.72401
O 0.87025 0.55844 1.10922
O 1.25444 3.31042 -0.37058
H 1.04179 2.44756 -0.01493
H 1.86611 3.68673 0.26226
O 1.27682 1.44901 -2.84939
H 0.99742 0.91761 -2.10389
H 0.56028 2.06926 -2.98396
O 2.59915 -1.02083 2.82907
H 2.00960 -0.50380 2.28011
H 3.45800 -0.61654 2.70594
O -2.31094 -1.78796 -1.87582
H -1.86940 -1.07417 -1.41561
H -1.82908 -1.87774 -2.69800
O 0.55942 -1.89380 -2.68374
H 1.26065 -2.51443 -2.48543
H 0.47939 -1.36124 -1.89241
O -3.56068 -0.20296 0.47971
H -3.85317 -0.91874 -0.08453
H -2.62681 -0.36702 0.61086
O -0.76209 0.31064 3.75028
H -0.99747 0.16026 2.83474
H 0.17076 0.10101 3.79580
```

For the HOMO-LUMO gap, the calculation gives 0.3792 Eh. Its net charge is -1. As for the spin multiplicity: 1. The value obtained for the total energy is -22192.108 eV.

Atom charges from the Mulliken analysis, given in e for atoms 1 to 4: N 1.306; O -0.865; O -0.816; O -0.816

=====

What did the second record say?
CH4N2O2S | wB97M-V/def2-TZVPD

```
10
Properties=species:S:1:pos:R:3
C 1.03214 0.43879 0.50945
S -0.79378 0.39809 0.40895
O -1.32803 0.27448 1.75358
N -1.23021 -0.54753 -0.78190
N -0.25306 -1.51570 -1.18314
O -0.44183 -1.92121 -2.32368
H 1.39054 1.02145 1.33226
H 1.29266 -0.67506 0.74364
H 1.43409 0.77865 -0.44528
H -1.10253 1.74804 -0.01390
```

For the HOMO-LUMO gap, the calculation gives 0.3458 Eh. As for the spin multiplicity: 1. Its SMILES is C[S@H](=O)=NN=O. The value obtained for the total energy is -19007.125 eV.

Atom charges from the Mulliken analysis, given in e for atoms 1 to 4: C -0.888; S 0.666; O -0.558; N -0.224